i:
Density functional theory data (ωB97M-V/def2-TZVPD) for a 2-piece molecular cluster, C4H12N2O overall.

Structure (SMILES) = C=C(N)CCN.O
Molar mass = 104.2 g/mol
Gap between HOMO and LUMO = 0.333 Ha

CARTESIAN COORDINATES (ANGSTROEM)
C: -0.94 0.62 1.96
C: -0.42 -0.46 1.00
C: -1.22 -0.33 -0.28
C: -0.64 -0.12 -1.47
N: -2.58 -0.66 -0.09
N: -1.52 1.88 1.39
H: -1.70 0.19 2.64
H: -0.12 0.98 2.59
H: -0.73 -1.52 1.27
H: 0.66 -0.59 0.85
H: -1.35 -0.15 -2.29
H: 0.38 -0.22 -1.85
H: -3.12 -0.56 -0.92
H: -2.70 -1.58 0.31
H: -1.08 2.69 1.76
H: -1.45 1.96 0.38
H: 5.23 -1.19 -2.59
H: 5.79 -0.99 -1.24
O: 5.99 -0.75 -2.16

=====

ii:
Density functional theory data (ωB97M-V/def2-TZVPD) for a single C4H12N2O molecule.

Structure (SMILES) = NCC[C@@H](N)CO
Molar mass = 104.2 g/mol
Gap between HOMO and LUMO = 0.360 Ha

CARTESIAN COORDINATES (ANGSTROEM)
C: -0.18 -1.72 0.35
O: -1.41 -2.38 0.69
C: -0.44 -0.64 -0.72
C: -0.87 0.70 -0.05
C: 0.19 1.48 0.71
N: 1.13 2.29 -0.08
N: 0.78 -0.40 -1.50
H: 0.38 -2.50 -0.16
H: 0.21 -1.27 1.26
H: -1.91 -2.00 1.44
H: -1.29 -1.00 -1.30
H: -1.62 0.46 0.72
H: -1.43 1.21 -0.83
H: 0.72 0.72 1.29
H: -0.25 2.14 1.46
H: 1.84 2.69 0.53
H: 1.57 1.74 -0.80
H: 1.54 -0.41 -0.83
H: 1.02 -1.09 -2.18

=====

Which structure loses on stability? i does.

=====

i:
Density functional theory data (ωB97M-V/def2-TZVPD) for a 2-piece molecular cluster, C4H12N2O overall.

Structure (SMILES) = CNC=O.CCN
Molar mass = 104.2 g/mol
Gap between HOMO and LUMO = 0.378 Ha

CARTESIAN COORDINATES (ANGSTROEM)
N: -0.65 1.82 -0.50
C: 1.40 0.96 -1.53
C: 0.80 2.01 -0.60
H: -1.06 2.52 0.12
H: -1.08 1.96 -1.42
H: 1.16 -0.05 -1.15
H: 2.49 1.06 -1.58
H: 0.98 1.06 -2.54
H: 1.22 1.88 0.42
H: 1.09 3.02 -0.96
O: -0.40 -2.30 2.97
C: -0.54 -1.27 2.32
N: -0.74 -1.25 0.98
C: -0.82 -2.47 0.20
H: -0.50 -0.25 2.77
H: -0.84 -0.34 0.52
H: 0.12 -3.04 0.28
H: -0.99 -2.22 -0.86
H: -1.65 -3.10 0.55

=====

ii:
Density functional theory data (ωB97M-V/def2-TZVPD) for a single C4H12N2O molecule.

Structure (SMILES) = CN[C@@H](CN)CO
Molar mass = 104.2 g/mol
Gap between HOMO and LUMO = 0.334 Ha

CARTESIAN COORDINATES (ANGSTROEM)
C: -1.26 1.65 1.40
N: -1.19 0.70 0.29
C: 0.18 0.23 -0.13
C: -0.01 -0.02 -1.60
O: 1.27 -0.45 -2.10
C: 0.35 -1.00 0.74
N: 1.55 -1.81 0.45
H: -0.69 1.48 2.29
H: -2.32 1.71 1.72
H: -1.00 2.64 0.87
H: -1.87 -0.01 0.49
H: 0.95 1.01 0.00
H: -0.33 0.80 -2.28
H: -0.81 -0.75 -1.89
H: 1.39 -0.25 -3.03
H: -0.43 -1.78 0.56
H: 0.25 -0.70 1.81
H: 2.36 -1.61 1.00
H: 1.63 -1.84 -0.56

=====

iii:
Density functional theory data (ωB97M-V/def2-TZVPD) for a single C4H12N2O molecule.

Structure (SMILES) = NC[C@H](N)CCO
Molar mass = 104.2 g/mol
Gap between HOMO and LUMO = 0.370 Ha

CARTESIAN COORDINATES (ANGSTROEM)
N: -0.84 -0.54 -0.89
C: 0.35 -0.26 -0.10
C: 0.21 0.79 0.98
C: -0.95 0.49 1.92
O: -2.22 0.69 1.37
C: 1.57 -0.03 -1.01
N: 1.79 -1.10 -1.96
H: -0.63 -1.37 -1.43
H: -1.04 0.23 -1.51
H: -2.27 0.13 0.57
H: 0.61 -1.18 0.44
H: 0.19 1.79 0.54
H: 1.17 0.87 1.51
H: -0.77 -0.45 2.46
H: -0.92 1.27 2.69
H: 2.40 0.34 -0.40
H: 1.41 0.92 -1.56
H: 1.64 -0.80 -2.91
H: 2.68 -1.55 -1.84

=====

iv:
Density functional theory data (ωB97M-V/def2-TZVPD) for a single C4H12N2O molecule.

Structure (SMILES) = NC[C@H](N)CCO
Molar mass = 104.2 g/mol
Gap between HOMO and LUMO = 0.361 Ha

CARTESIAN COORDINATES (ANGSTROEM)
N: -0.54 1.08 0.65
C: 0.48 0.19 0.09
C: -0.07 -0.87 -0.85
C: -1.05 -0.35 -1.96
O: -2.27 0.03 -1.29
C: 1.44 -0.46 1.12
N: 2.02 0.44 2.09
H: -0.22 1.92 1.13
H: -0.96 0.63 1.47
H: -2.95 -0.10 -1.96
H: 1.14 0.82 -0.49
H: -0.52 -1.80 -0.47
H: 0.74 -1.19 -1.51
H: -0.52 0.39 -2.57
H: -1.31 -1.24 -2.55
H: 2.10 -1.17 0.59
H: 0.75 -1.20 1.60
H: 1.24 0.88 2.55
H: 2.72 0.08 2.72

=====

Which structure loses on stability? ii does.

=====

i:
Density functional theory data (ωB97M-V/def2-TZVPD) for a 2-piece molecular cluster, C4H12N2O overall.

Structure (SMILES) = CCC/N=C\N.O
Molar mass = 104.2 g/mol
Gap between HOMO and LUMO = 0.334 Ha

CARTESIAN COORDINATES (ANGSTROEM)
C: -0.18 -0.42 2.79
C: 0.51 -0.48 1.38
C: -0.18 0.46 0.36
N: -0.87 1.34 -2.47
C: 0.29 1.51 -1.71
N: 0.71 0.74 -0.76
H: -1.15 -0.88 2.86
H: -0.44 0.66 3.01
H: 0.39 -0.88 3.51
H: 0.43 -1.51 0.96
H: 1.58 -0.23 1.40
H: -1.17 0.10 0.03
H: -0.48 1.40 0.91
H: -0.80 1.53 -3.46
H: -1.27 0.43 -2.26
H: 0.93 2.24 -2.07
H: 0.48 -2.71 -1.31
H: 0.80 -1.38 -1.22
O: 0.40 -1.93 -1.94

=====

ii:
Density functional theory data (ωB97M-V/def2-TZVPD) for a single C4H12N2O molecule.

Structure (SMILES) = NCNCCCO
Molar mass = 104.2 g/mol
Gap between HOMO and LUMO = 0.349 Ha

CARTESIAN COORDINATES (ANGSTROEM)
C: 0.54 0.70 -0.47
C: 1.51 -0.32 -1.07
C: 1.16 -1.78 -0.80
O: -0.17 -2.11 -1.17
N: -0.08 0.21 0.75
C: -0.84 1.16 1.53
N: -2.30 1.02 1.32
H: 1.02 1.61 -0.18
H: -0.20 0.96 -1.24
H: 2.53 -0.14 -0.75
H: 1.56 -0.22 -2.16
H: 1.25 -2.03 0.24
H: 1.84 -2.36 -1.43
H: -0.37 -1.78 -2.04
H: -0.65 -0.61 0.56
H: -0.65 1.05 2.59
H: -0.60 2.14 1.16
H: -2.80 0.62 2.10
H: -2.75 1.88 1.06

=====

iii:
Density functional theory data (ωB97M-V/def2-TZVPD) for a single C4H12N2O molecule.

Structure (SMILES) = C[C@@H](O)CNCN
Molar mass = 104.2 g/mol
Gap between HOMO and LUMO = 0.360 Ha

CARTESIAN COORDINATES (ANGSTROEM)
C: -0.26 -0.38 -0.58
C: 1.16 -0.82 -0.21
C: 1.87 -1.43 -1.43
O: 1.88 0.34 0.21
N: -1.02 -0.07 0.68
C: -1.38 1.33 0.71
N: -2.29 1.63 1.85
H: -0.40 0.47 -1.24
H: -0.76 -1.21 -1.09
H: 1.05 -1.53 0.61
H: 2.11 -0.63 -2.12
H: 1.18 -2.10 -1.96
H: 2.58 -2.19 -1.08
H: 2.61 0.46 -0.39
H: -1.83 -0.67 0.68
H: -0.49 1.95 0.71
H: -2.00 1.52 -0.18
H: -2.08 0.88 2.51
H: -1.93 2.46 2.32

=====

Which structure loses on stability? i does.

=====

i:
Density functional theory data (ωB97M-V/def2-TZVPD) for a 2-piece molecular cluster, C4H12N2O overall.

Structure (SMILES) = N/C=C/CCN.O
Molar mass = 104.2 g/mol
Gap between HOMO and LUMO = 0.343 Ha

CARTESIAN COORDINATES (ANGSTROEM)
C: -1.16 -1.41 -1.11
C: -0.32 -1.31 0.15
C: 0.23 0.08 0.44
C: 1.01 0.81 -0.40
N: 0.86 2.18 -0.48
N: -2.32 -0.51 -1.03
H: -0.62 -1.31 -2.05
H: -1.51 -2.44 -1.13
H: 0.57 -1.94 0.11
H: -0.99 -1.59 0.95
H: -0.33 0.69 1.15
H: 1.98 0.48 -0.76
H: 1.62 2.82 -0.36
H: -0.03 2.52 -0.15
H: -2.90 -0.65 -1.85
H: -1.98 0.44 -1.11
H: 1.97 0.29 1.76
H: 1.57 0.45 3.21
O: 2.36 0.39 2.65

=====

ii:
Density functional theory data (ωB97M-V/def2-TZVPD) for a 3-piece molecular cluster, C4H12N2O overall.

Molar mass = 104.2 g/mol
Gap between HOMO and LUMO = 0.251 Ha

CARTESIAN COORDINATES (ANGSTROEM)
C: 2.92 -2.49 1.67
C: -1.61 3.07 -0.68
C: -1.39 1.77 -0.38
C: -2.09 0.68 -1.00
N: -1.65 -0.55 -1.05
N: -0.45 1.35 0.54
H: 2.24 -1.66 1.54
H: 2.52 -3.10 2.48
H: 2.80 -3.06 0.76
H: -2.48 3.29 -1.28
H: -0.96 3.87 -0.35
H: -3.10 0.80 -1.37
H: -1.81 -0.87 -2.01
H: -0.62 -0.73 -0.72
H: -0.20 0.40 0.34
H: 0.32 2.00 0.52
H: 1.01 -1.54 -0.87
H: 3.89 -2.08 1.92
O: 0.67 -1.14 -0.06

=====

iii:
Density functional theory data (ωB97M-V/def2-TZVPD) for a single C4H12N2O molecule.

Structure (SMILES) = NCC[C@@H](N)CO
Molar mass = 104.2 g/mol
Gap between HOMO and LUMO = 0.369 Ha

CARTESIAN COORDINATES (ANGSTROEM)
C: -0.85 -0.77 -0.81
O: -0.98 -2.10 -0.08
C: 0.58 -0.11 -0.67
C: 0.83 0.34 0.86
C: 0.00 1.62 1.11
N: -1.40 1.95 0.52
N: 1.72 -1.11 -0.85
H: -1.71 -0.15 -0.45
H: -0.81 -0.83 -1.97
H: -0.18 -2.61 -0.42
H: 0.60 0.65 -1.39
H: 1.88 0.60 1.10
H: 0.50 -0.56 1.46
H: 0.79 2.46 0.86
H: -0.05 1.73 2.19
H: -1.82 2.92 0.84
H: -1.60 2.03 -0.44
H: 2.20 -0.78 -1.73
H: 2.36 -0.96 -0.04

=====

Which structure loses on stability? ii does.

=====

i:
Density functional theory data (ωB97M-V/def2-TZVPD) for a single C4H12N2O molecule.

Structure (SMILES) = NCCNCCO
Molar mass = 104.2 g/mol
Gap between HOMO and LUMO = 0.339 Ha

CARTESIAN COORDINATES (ANGSTROEM)
N: 0.33 -2.03 2.12
C: 0.14 -0.60 2.22
C: -0.58 -0.03 1.00
N: 0.48 0.24 0.06
C: 0.33 1.21 -0.97
C: 0.13 0.75 -2.38
O: -1.20 0.32 -2.81
H: -1.81 0.95 -3.14
H: 1.25 -2.46 1.89
H: -0.47 -2.72 2.12
H: -0.18 -0.27 3.21
H: 1.12 -0.12 2.30
H: -1.13 0.88 1.19
H: -1.37 -0.69 0.66
H: 0.87 -0.65 -0.15
H: 1.29 1.74 -0.83
H: -0.37 2.09 -0.70
H: 0.40 1.55 -3.26
H: 0.75 -0.18 -2.53

=====

ii:
Density functional theory data (ωB97M-V/def2-TZVPD) for a 2-piece molecular cluster, C4H12N2O overall.

Structure (SMILES) = C=C(N)CCN.O
Molar mass = 104.2 g/mol
Gap between HOMO and LUMO = 0.338 Ha

CARTESIAN COORDINATES (ANGSTROEM)
C: -1.28 1.28 -1.23
C: -0.93 -0.09 -0.54
C: 0.35 -0.68 -0.99
C: 1.45 -0.92 -0.29
N: 0.25 -0.96 -2.43
N: -0.15 2.07 -1.70
H: -1.92 1.05 -2.09
H: -1.90 1.86 -0.55
H: -1.77 -0.73 -0.81
H: -0.94 0.11 0.54
H: 2.33 -1.30 -0.79
H: 1.35 -0.64 0.74
H: 1.17 -1.20 -2.78
H: -0.27 -1.83 -2.49
H: -0.14 3.02 -1.42
H: 0.72 1.60 -1.73
H: 1.03 -1.19 5.60
H: -0.14 -0.79 6.59
O: 0.80 -0.65 6.37

=====

Which structure loses on stability? i does.

=====

i:
Density functional theory data (ωB97M-V/def2-TZVPD) for a 2-piece molecular cluster, H4O2 overall.

Structure (SMILES) = O.O
Molar mass = 36.0 g/mol
Gap between HOMO and LUMO = 0.451 Ha

CARTESIAN COORDINATES (ANGSTROEM)
H: 0.25 1.38 0.20
H: 1.28 0.67 -0.65
H: -1.31 -1.68 -0.17
H: -0.30 -0.88 0.46
O: 1.20 1.25 0.15
O: -1.12 -0.73 0.01

=====

ii:
Density functional theory data (ωB97M-V/def2-TZVPD) for a 2-piece molecular cluster, H4O2 overall.

Structure (SMILES) = O.O
Molar mass = 36.0 g/mol
Gap between HOMO and LUMO = 0.427 Ha

CARTESIAN COORDINATES (ANGSTROEM)
H: -1.62 0.43 -0.25
H: -0.69 -0.62 0.31
O: -1.60 -0.48 0.05
H: 1.79 -0.11 0.49
H: 1.08 0.37 -0.79
O: 1.04 0.42 0.19

=====

Which structure loses on stability? i does.